ORCA calculation (ωB97M-V/def2-TZVPD) on 2 unconnected molecules or ions with the total composition C4H10N2O2 at a distorted geometry.

Computed properties:
relative energy (zero: lowest compared OMol25 entry of this formula, charge and spin)	18.3	kcal per mole
calculated total energy	-418.431792	Ha

```
! RIJCOSX wB97M-V def2-TZVPD def2/J DEFGRID3
* xyz 0 1
O -2.164 -2.139 0.495
O 2.119 1.707 -0.166
N -1.087 -0.414 1.383
N 0.515 0.350 -0.981
C 0.094 -2.571 1.200
C 0.340 2.700 -1.484
C 1.063 1.575 -0.745
C -1.127 -1.715 0.982
H 0.495 -2.386 2.194
H 0.730 -2.399 0.331
H 0.285 3.611 -0.897
H -0.715 2.422 -1.489
H -0.188 -3.610 1.141
H -0.245 0.003 1.734
H -0.317 0.213 -1.521
H 1.096 -0.434 -0.786
H 0.868 2.850 -2.417
H -1.761 0.236 1.026
*
```

***

ORCA calculation (ωB97M-V/def2-TZVPD) on 2 unconnected molecules or ions with the total composition C4H10N2O2 at a distorted geometry.

Computed properties:
relative energy (zero: lowest compared OMol25 entry of this formula, charge and spin)	10.5	kcal per mole
calculated total energy	-418.444259	Ha

```
! RIJCOSX wB97M-V def2-TZVPD def2/J DEFGRID3
* xyz 0 1
O -0.133 1.356 3.926
O 0.865 -0.222 -0.781
N 1.212 0.420 2.392
N 1.302 0.202 -2.933
C -0.875 -0.712 -2.356
C -1.164 -0.008 2.267
C 0.469 -0.202 -1.936
C -0.010 0.633 2.964
H 1.299 -0.020 1.483
H 0.959 0.217 -3.861
H -0.891 -1.244 -3.306
H 2.024 0.972 2.575
H 2.274 0.403 -2.743
H -0.886 -0.798 1.578
H -1.746 -0.057 -2.411
H -1.912 -0.311 2.997
H -1.656 0.783 1.696
H -1.130 -1.411 -1.553
*
```

***

ORCA calculation (ωB97M-V/def2-TZVPD) on 2 unconnected molecules or ions with the total composition C4H10N2O2 at a distorted geometry.

Computed properties:
relative energy (zero: lowest compared OMol25 entry of this formula, charge and spin)	231.5	kcal per mole
calculated total energy	-418.092010	Ha

```
! RIJCOSX wB97M-V def2-TZVPD def2/J DEFGRID3
* xyz 0 1
O -3.074 -0.686 0.518
O 2.325 1.097 -1.048
N -0.589 -1.058 0.247
N 1.970 -1.196 -0.036
C -0.108 1.414 0.428
C -0.907 0.281 0.446
C -2.463 0.419 0.688
C 0.615 -1.319 -0.536
H 0.507 -2.210 -1.127
H 2.465 -0.432 -0.501
H 0.678 -0.468 -1.243
H -2.699 0.869 1.753
H 0.935 1.293 0.056
H -1.543 -1.454 0.143
H -0.626 2.349 0.505
H -2.821 1.153 0.070
H 3.218 1.294 -1.374
H 2.118 -1.347 1.010
*
```

***

ORCA calculation (ωB97M-V/def2-TZVPD) on 2 unconnected molecules or ions with the total composition C4H10N2O2 at a distorted geometry.

Computed properties:
relative energy (zero: lowest compared OMol25 entry of this formula, charge and spin)	40.0	kcal per mole
calculated total energy	-418.397240	Ha

```
! RIJCOSX wB97M-V def2-TZVPD def2/J DEFGRID3
* xyz 0 1
O 0.598 -1.587 -1.122
O -2.281 -0.393 0.932
N 1.343 0.549 -1.179
N -0.841 1.338 0.744
C 1.488 -0.824 -1.474
C 2.646 -1.055 -2.278
C -1.578 0.486 1.436
C -1.812 0.937 2.854
H -2.515 0.329 3.410
H 0.754 0.887 -0.372
H -0.957 0.869 3.512
H -2.057 2.002 2.873
H -0.209 2.096 1.149
H 2.433 -1.116 -3.363
H 3.221 -1.997 -2.138
H 3.530 -0.352 -2.157
H -0.863 1.492 -0.264
H 2.152 1.154 -1.313
*
```

***

ORCA calculation (ωB97M-V/def2-TZVPD) on 2 unconnected molecules or ions with the total composition C4H10N2O2 at a distorted geometry.

Computed properties:
relative energy (zero: lowest compared OMol25 entry of this formula, charge and spin)	17.7	kcal per mole
calculated total energy	-418.432789	Ha

```
! RIJCOSX wB97M-V def2-TZVPD def2/J DEFGRID3
* xyz 0 1
O -0.516 1.450 1.902
O 2.183 -3.090 -0.765
N -2.123 0.390 0.704
N 0.344 -2.252 0.183
C 1.560 -2.096 -0.437
C 2.073 -0.688 -0.553
C -1.210 1.395 0.915
C -0.915 2.299 -0.257
H 3.151 -0.528 -0.747
H -0.124 1.851 -0.893
H -1.791 2.556 -0.899
H -0.175 -1.406 0.350
H -2.712 0.272 -0.110
H -0.550 3.325 -0.016
H 1.477 -0.090 -1.233
H -2.424 -0.115 1.527
H 1.844 -0.119 0.366
H -0.092 -3.156 -0.038
*
```

***

ORCA calculation (ωB97M-V/def2-TZVPD) on 2 unconnected molecules or ions with the total composition C4H10N2O2 at a distorted geometry.

Computed properties:
relative energy (zero: lowest compared OMol25 entry of this formula, charge and spin)	13.4	kcal per mole
calculated total energy	-418.439576	Ha

```
! RIJCOSX wB97M-V def2-TZVPD def2/J DEFGRID3
* xyz 0 1
O -1.116 0.428 1.975
O 1.156 -0.348 -1.970
N -0.994 -1.091 -2.028
N 0.561 -0.789 1.078
C -0.024 -0.109 -2.125
C 0.915 0.142 3.290
C -0.580 1.224 -2.524
C 0.000 -0.032 2.087
H 1.914 -0.219 3.042
H -0.678 -2.001 -1.804
H -1.927 -0.873 -2.356
H -0.761 1.718 -1.553
H 0.007 1.889 -3.140
H 0.948 1.162 3.650
H -1.607 1.228 -2.897
H 1.551 -0.993 1.032
H 0.064 -0.759 0.208
H 0.572 -0.579 4.036
*
```